Record 1
Computed, not measured: C10H19BeF3NO12S3 as an isolated structure in a non-equilibrium geometry, with ωB97M-V/def2-TZVPD.

Positions of all 49 atoms, in Å:
Be (-0.992, 0.876, 1.613)
C (-0.659, -4.492, 2.687)
F (-0.849, -5.701, 3.304)
F (0.129, -4.724, 1.670)
F (-1.795, -4.004, 2.216)
S (0.196, -3.205, 3.848)
O (0.651, -2.160, 2.949)
O (-0.831, -2.789, 4.763)
O (1.196, -3.838, 4.650)
S (-0.939, 3.679, 4.783)
O (-2.264, 3.875, 5.486)
O (-0.999, 3.810, 3.326)
O (0.102, 4.565, 5.327)
O (-0.777, 2.233, 4.997)
S (-4.847, 0.173, 4.260)
O (-4.471, 0.111, 5.707)
O (-3.707, -0.304, 3.392)
O (-6.141, -0.443, 4.087)
O (-4.936, 1.559, 3.945)
C (2.342, 1.774, -0.326)
C (1.949, 1.113, -1.737)
C (2.790, -0.206, -1.848)
C (2.219, -1.123, -2.952)
C (0.805, -1.440, -2.670)
C (-0.079, -0.121, -2.668)
N (0.530, 0.832, -1.687)
O (-0.303, 1.954, -1.697)
C (-0.238, 0.361, -4.163)
C (-1.436, -0.610, -2.233)
C (2.349, 1.975, -3.018)
H (1.902, 2.760, -0.177)
H (1.928, 1.246, 0.533)
H (3.401, 1.828, -0.074)
H (3.805, 0.090, -2.116)
H (2.916, -0.758, -0.917)
H (2.398, -0.593, -3.888)
H (2.972, -1.891, -3.127)
H (0.835, -2.068, -1.779)
H (0.332, -2.090, -3.406)
H (-0.925, 1.182, -4.366)
H (-0.746, -0.419, -4.729)
H (0.644, 0.521, -4.783)
H (-1.314, -1.058, -1.247)
H (-1.996, -1.313, -2.850)
H (-2.170, 0.183, -2.375)
H (1.553, 2.668, -3.293)
H (3.358, 2.318, -2.790)
H (2.453, 1.498, -3.993)
H (-0.341, 2.166, -2.633)

Results
total charge: -3
frontier orbital gap: 3.20 eV



Record 2
Computed, not measured: C6H12O as an isolated structure, with ωB97M-V/def2-TZVPD.

Positions of all 19 atoms, in Å:
C (2.145, -0.899, -0.251)
O (0.781, -0.850, 0.173)
C (0.207, 0.409, 0.870)
C (-0.160, 1.562, -0.083)
C (-1.650, 1.340, 0.310)
C (-1.181, 0.121, 1.070)
C (-0.615, -1.480, -0.854)
H (2.798, -0.923, 0.628)
H (2.410, -0.044, -0.886)
H (2.278, -1.830, -0.809)
H (0.966, 0.563, 1.649)
H (0.254, 2.539, 0.187)
H (0.067, 1.370, -1.139)
H (-2.354, 1.183, -0.527)
H (-2.048, 2.169, 0.914)
H (-1.645, -0.366, 1.925)
H (-1.669, -1.285, -0.726)
H (-0.219, -1.073, -1.782)
H (-0.351, -2.521, -0.690)

Results
total charge: 0
frontier orbital gap (alpha / beta): 7.21 / 7.21 eV



Record 3
Computed, not measured: C33H31FeIN13O3S as an isolated structure in a non-equilibrium geometry, with ωB97M-V/def2-TZVPD.

Positions of all 83 atoms, in Å:
Fe (9.999, 10.034, 11.606)
C (9.092, 11.662, 15.965)
C (9.663, 11.598, 14.564)
N (9.762, 10.443, 13.954)
N (9.439, 9.321, 14.682)
C (8.804, 8.310, 13.998)
N (8.583, 7.186, 14.786)
S (8.194, 8.405, 12.377)
C (10.011, 12.828, 13.778)
C (10.826, 13.742, 14.434)
C (11.339, 14.913, 13.830)
C (10.886, 15.170, 12.607)
C (10.074, 14.239, 11.930)
N (9.736, 13.000, 12.430)
H (9.766, 12.328, 16.529)
H (8.188, 12.210, 15.948)
H (8.968, 10.744, 16.423)
H (8.955, 7.159, 15.694)
H (8.264, 6.410, 14.324)
H (11.204, 13.460, 15.392)
H (12.091, 15.510, 14.234)
H (11.099, 16.147, 12.077)
H (9.795, 14.462, 10.918)
C (13.955, 7.267, 14.573)
N (12.790, 7.423, 13.779)
C (12.354, 8.534, 13.295)
N (11.359, 8.282, 12.438)
C (11.227, 6.983, 12.471)
N (12.071, 6.381, 13.282)
C (15.224, 7.251, 13.684)
C (16.372, 6.651, 14.204)
C (17.530, 6.512, 13.470)
C (17.576, 7.064, 12.228)
C (16.472, 7.722, 11.657)
C (15.294, 7.784, 12.434)
C (16.614, 8.289, 10.342)
N (17.704, 8.518, 9.680)
N (17.338, 9.076, 8.512)
C (16.077, 9.185, 8.490)
O (15.554, 8.638, 9.640)
C (15.129, 9.638, 7.431)
C (15.583, 10.532, 6.458)
C (14.705, 11.016, 5.493)
C (13.405, 10.583, 5.489)
C (12.921, 9.744, 6.422)
C (11.511, 9.242, 6.349)
N (10.996, 8.924, 7.671)
C (10.883, 9.700, 8.756)
N (10.099, 9.104, 9.640)
C (9.713, 7.962, 9.070)
N (10.176, 7.828, 7.837)
C (13.782, 9.254, 7.416)
H (13.913, 6.258, 15.090)
H (14.022, 8.105, 15.253)
H (12.642, 9.560, 13.658)
H (10.458, 6.508, 11.881)
H (16.366, 6.225, 15.201)
H (18.298, 5.856, 13.851)
H (18.419, 6.853, 11.562)
H (14.367, 8.161, 12.020)
H (16.604, 10.809, 6.393)
H (15.061, 11.740, 4.750)
H (12.748, 10.978, 4.715)
H (11.406, 8.300, 5.788)
H (10.968, 10.044, 5.850)
H (11.346, 10.739, 8.856)
H (9.075, 7.234, 9.456)
H (13.366, 8.685, 8.234)
I (7.652, 15.947, 12.485)
C (9.039, 12.046, 11.601)
H (8.966, 12.408, 10.574)
H (8.066, 11.868, 12.044)
O (12.788, 11.273, 13.319)
C (12.764, 11.804, 12.209)
C (13.758, 12.918, 11.856)
C (13.224, 13.439, 10.581)
C (12.219, 12.415, 10.141)
O (11.782, 12.374, 8.962)
N (11.935, 11.531, 11.175)
H (14.768, 12.440, 11.794)
H (13.713, 13.549, 12.757)
H (14.016, 13.561, 9.770)
H (12.646, 14.371, 10.655)

Results
multiplicity: 5
total charge: -1
frontier orbital gap (alpha / beta): 5.60 / 5.66 eV



Record 4
Computed, not measured: C32H24KN3O6PS2 as an isolated structure in a non-equilibrium geometry, with ωB97M-V/def2-TZVPD.

Positions of all 69 atoms, in Å:
K (-0.310, 1.847, -0.428)
C (3.182, 2.226, 0.254)
C (2.372, 2.197, 1.488)
N (1.119, 1.948, 1.527)
C (0.566, 2.040, 2.769)
C (1.468, 2.351, 3.749)
S (3.040, 2.558, 3.078)
C (-0.851, 1.804, 2.903)
C (-1.603, 1.857, 4.047)
S (-3.245, 1.487, 3.695)
C (-2.797, 1.281, 2.008)
N (-1.554, 1.477, 1.786)
C (-3.780, 0.938, 0.964)
H (2.561, 1.921, -0.588)
H (4.052, 1.573, 0.327)
H (3.538, 3.240, 0.068)
H (1.316, 2.465, 4.802)
H (-1.305, 2.086, 5.050)
H (-4.676, 0.505, 1.398)
H (-3.327, 0.248, 0.256)
H (-4.040, 1.841, 0.411)
O (-2.322, 1.673, -2.213)
N (-1.796, 0.471, -1.878)
C (-1.849, -0.398, -2.808)
C (-1.484, -1.781, -2.600)
C (-1.983, -2.727, -3.501)
C (-1.780, -4.078, -3.316)
C (-1.089, -4.522, -2.201)
C (-0.550, -3.600, -1.324)
C (-0.710, -2.232, -1.518)
P (0.180, -1.038, -0.447)
C (-0.566, -1.451, 1.161)
C (0.165, -1.164, 2.311)
C (-0.367, -1.403, 3.562)
C (-1.643, -1.931, 3.680)
C (-2.390, -2.186, 2.542)
C (-1.856, -1.946, 1.288)
C (1.748, -1.996, -0.282)
C (2.761, -1.651, -1.172)
C (3.958, -2.348, -1.182)
C (4.155, -3.401, -0.304)
C (3.164, -3.731, 0.605)
C (1.970, -3.033, 0.620)
H (-1.824, 2.468, -1.718)
H (-2.282, -0.138, -3.779)
H (-2.544, -2.383, -4.357)
H (-2.166, -4.786, -4.035)
H (-0.962, -5.581, -2.023)
H (0.008, -3.957, -0.471)
H (1.163, -0.762, 2.207)
H (0.206, -1.172, 4.448)
H (-2.056, -2.135, 4.656)
H (-3.395, -2.570, 2.637)
H (-2.441, -2.149, 0.402)
H (2.600, -0.828, -1.856)
H (4.740, -2.077, -1.876)
H (5.078, -3.963, -0.321)
H (3.315, -4.542, 1.304)
H (1.211, -3.297, 1.344)
O (1.127, 6.260, -4.328)
C (0.933, 5.405, -3.475)
C (-0.079, 5.452, -2.373)
O (-0.602, 6.465, -1.908)
C (-0.278, 4.073, -1.961)
C (0.760, 3.247, -2.500)
O (0.950, 2.026, -2.235)
C (1.616, 4.081, -3.355)
O (2.707, 3.780, -3.835)
O (-1.227, 3.664, -1.185)

Results
total charge: -1
frontier orbital gap: 5.46 eV



Record 5
Computed, not measured: a single C7H11IN2 molecule in a non-equilibrium geometry, with ωB97M-V/def2-TZVPD.

Positions of all 21 atoms, in Å:
C (2.315, 0.174, -0.898)
C (0.112, 0.464, -0.305)
C (1.816, 2.449, -1.094)
C (-2.437, 0.649, -0.201)
C (-0.959, -0.147, 1.771)
C (1.255, -1.842, -0.006)
C (-1.153, -0.154, 0.111)
N (2.403, 1.380, -1.243)
N (1.078, -0.414, -0.448)
I (0.474, 3.137, -2.643)
H (3.230, -0.508, -1.114)
H (-3.144, 0.464, 0.564)
H (-2.958, 0.497, -1.135)
H (-2.115, 1.784, -0.138)
H (0.118, -0.569, 2.083)
H (-1.832, -0.571, 2.278)
H (-0.996, 0.863, 2.166)
H (1.687, -1.616, 1.109)
H (0.334, -2.372, 0.017)
H (2.047, -2.389, -0.593)
H (-1.276, -1.278, -0.279)

Results
total charge: 0
frontier orbital gap: 7.46 eV



Record 6
Computed, not measured: a 2-piece molecular cluster, C11H11N overall in a non-equilibrium geometry, with ωB97M-V/def2-TZVPD.

Positions of all 23 atoms, in Å:
C (0.968, -3.400, 0.685)
C (-0.259, -3.766, 0.154)
C (-1.470, -3.218, 0.566)
C (-1.431, -2.322, 1.709)
C (-0.242, -2.129, 2.375)
C (0.983, -2.812, 1.847)
H (1.900, -4.039, 0.470)
H (-0.399, -4.652, -0.641)
H (-2.148, -3.391, -0.183)
H (-2.400, -1.897, 2.148)
H (-0.013, -1.898, 3.482)
H (1.875, -2.814, 2.474)
C (0.624, 1.644, -0.738)
C (-0.732, 2.044, -0.845)
C (-1.044, 3.459, -1.284)
N (-0.130, 4.328, -1.720)
C (1.059, 3.908, -1.532)
C (1.600, 2.551, -1.197)
H (0.736, 0.515, -0.660)
H (-1.544, 1.356, -0.622)
H (-2.066, 3.680, -1.796)
H (1.885, 4.667, -1.832)
H (2.745, 2.416, -1.236)

Results
total charge: 0
frontier orbital gap: 9.83 eV
structure (SMILES): c1ccccc1.c1ccncc1



no.,total energy (Eh)
1,-2858.57426
2,-310.82129
3,-4173.36792
4,-3587.22127
5,-680.30571
6,-480.37696